No. 1
81
Properties=species:S:1:pos:R:3:forces:R:3 method="wB97M-V/def2-TZVPD" lumo_energy_ev=-5.429 energy_ha=-2940.40022 homo_lumo_gap_ev=4.83 e_homo_ha=-0.377 charge=+1 largest_force_ev_per_a=5.8 multiplicity=1
C -2.4777 7.7245 2.8880 0.4725 -1.6116 0.1559
C -2.5272 6.7297 2.1708 0.1671 -0.0542 0.3504
C -2.5253 5.3740 1.3433 -0.3166 1.8047 1.7401
C -2.1556 4.2473 2.3873 1.3417 -1.0330 0.3166
N -3.2333 3.7794 3.1783 2.4141 -0.8998 0.1558
C -3.1208 2.7921 4.1679 2.4329 -0.1293 -0.1430
C -1.7974 2.1707 4.4648 -0.8785 2.1030 -2.1466
I -1.7564 0.6701 6.0150 -0.1272 1.2243 -1.1978
C -0.5983 2.6287 3.6619 -1.9829 0.0013 -1.0717
C 0.8117 2.0031 3.9783 3.0275 0.7171 0.9517
O 1.6807 2.7889 4.3358 -2.4472 -0.8421 -0.4966
O 1.1293 0.6490 3.9240 -2.1713 1.5452 0.7967
C 1.8071 0.2038 5.1407 2.2576 -0.6711 0.9511
C 2.1731 -1.3691 5.0450 -1.5754 1.8092 0.3490
C 0.8387 -2.1852 5.3515 1.2044 -0.1895 -0.0892
Cl 2.7992 -1.6080 3.3348 -0.1440 -0.2946 1.3723
C -0.7571 3.6807 2.5668 -3.5494 -0.9448 3.1013
S 0.6046 4.2795 1.4860 2.3934 -1.3463 -5.0769
C 0.8428 6.0861 1.7099 0.1900 0.3118 1.1323
O 1.8713 3.5487 1.6141 -2.0409 1.3235 1.7775
O 0.1354 4.0759 0.0830 -0.7564 1.0989 2.8324
H -2.2940 8.4377 3.7369 -0.5175 -0.8504 -1.6987
H -1.7778 5.4934 0.5084 -0.9360 -0.6697 0.8302
H -3.5897 5.2476 0.9742 1.4032 -0.1555 0.1564
H -4.1695 4.1871 3.0209 0.7759 -0.2143 0.0219
H -4.0655 2.5254 4.7400 1.4350 0.3705 -0.9311
H 1.1890 0.4148 6.0772 0.6329 -0.3224 -1.4205
H 2.8127 0.7263 5.2869 -1.5213 -0.3229 -0.5721
H 2.9857 -1.5203 5.8305 -0.9878 -0.0700 -1.3448
H 0.2953 -2.3458 4.3740 0.4242 0.1160 1.2769
H 0.2281 -1.5518 6.0750 0.7256 -1.1277 -0.9257
H 1.1348 -3.1756 5.8350 -0.7188 1.2578 -0.7527
H 1.8078 6.3431 1.1571 -1.3712 -0.6697 0.5837
H -0.0424 6.6592 1.3027 1.0847 -0.7915 0.4814
H 0.9951 6.3032 2.8213 -0.2507 -0.2818 -1.4941
C -3.4286 -3.1789 -0.3645 0.2623 0.0287 -0.0628
O -2.4374 -2.2871 -0.8344 -0.3216 0.2110 0.1528
C -2.6551 -1.8786 -2.1798 0.3603 0.0685 0.1863
C -2.2073 -0.4394 -2.3886 -0.1459 -0.1009 -0.2316
O -3.0866 0.5304 -1.8117 0.1512 -0.0601 0.3408
C -3.0624 0.6455 -0.3913 -0.0290 0.2137 -0.2454
C -1.7674 1.2366 0.1518 0.0812 -0.6910 -0.1109
O -0.7478 0.2512 0.1695 -0.0082 0.1660 -0.1515
C 0.5539 0.7991 0.0374 -0.1730 -0.2775 -0.0628
H -3.3582 -4.1368 -0.8884 -0.1737 -0.0556 0.0249
H -3.2619 -3.3430 0.7003 0.1107 -0.0030 -0.0608
H -4.4290 -2.7523 -0.4915 -0.0671 -0.0759 -0.0767
H -3.7137 -1.9695 -2.4488 0.0102 0.0386 0.0293
H -2.0690 -2.5408 -2.8259 -0.0558 0.0600 -0.2260
H -2.2267 -0.2397 -3.4640 -0.1291 0.0058 0.0741
H -1.1783 -0.2807 -2.0639 -0.0458 -0.1617 0.1788
H -3.3070 -0.3044 0.0839 0.2581 -0.0806 0.0769
H -3.8754 1.3379 -0.1465 0.0272 0.0633 -0.1103
H -1.9225 1.5675 1.1890 -0.2004 0.1892 0.0754
H -1.4733 2.0971 -0.4587 -0.0016 0.0145 0.0036
H 0.6278 1.4021 -0.8735 0.0315 0.1494 0.1245
H 1.2610 -0.0276 -0.0460 -0.1264 -0.0016 0.1336
H 0.8085 1.4022 0.9120 0.1575 0.0693 -0.0746
C 4.0708 -5.7270 -5.9908 0.0152 0.2501 -0.0242
O 3.4377 -4.4866 -5.7468 -0.1271 -0.2592 0.2204
C 2.1198 -4.4256 -6.2755 0.2426 0.3231 0.1805
C 1.2140 -3.5921 -5.3802 -0.1830 -0.1726 -0.0887
O 0.8399 -4.2472 -4.1676 0.2536 0.1180 -0.0094
C 1.8535 -4.3650 -3.1671 -0.3020 0.0755 0.1333
C 2.2454 -3.0371 -2.5333 0.4891 -0.2418 -0.2899
O 3.1187 -2.3145 -3.3941 -0.3277 0.2175 -0.0905
C 3.0178 -0.9169 -3.2160 0.1325 -0.2738 -0.1115
H 4.2683 -5.8499 -7.0601 0.0064 -0.1795 -0.0138
H 5.0175 -5.7380 -5.4509 -0.0280 0.1125 -0.0515
H 3.4585 -6.5564 -5.6227 -0.0256 -0.0679 -0.0925
H 1.6952 -5.4303 -6.3823 -0.0058 0.0189 0.0446
H 2.1817 -3.9618 -7.2661 -0.2269 -0.0177 -0.1071
H 0.2756 -3.4289 -5.9193 0.0153 -0.1286 0.0400
H 1.6321 -2.6042 -5.1823 0.2439 -0.1072 -0.0070
H 2.7192 -4.9052 -3.5482 0.1531 0.2265 -0.0434
H 1.4121 -4.9904 -2.3855 -0.0913 0.0987 -0.0491
H 2.7887 -3.2244 -1.5989 -0.1960 -0.0709 0.1551
H 1.3419 -2.4569 -2.3129 -0.0380 -0.0034 -0.0214
H 1.9821 -0.5841 -3.3537 -0.0249 0.0662 0.1173
H 3.6326 -0.4318 -3.9757 0.0338 -0.1085 0.0867
H 3.3787 -0.6303 -2.2235 -0.0712 0.1628 0.0619

=====

No. 2
42
Properties=species:S:1:pos:R:3:forces:R:3 method="wB97M-V/def2-TZVPD" lumo_energy_ev=-1.861 energy_ha=-1184.83600 homo_lumo_gap_ev=8.19 e_homo_ha=-0.370 smiles="CCCC[C@](C#N)(B(N)O)[C@@H](O)C#N.O=C1C=C(O)C(=O)C=C1O" largest_force_ev_per_a=5.4 multiplicity=1
C -3.4761 1.3189 4.8648 -0.2753 0.6776 -0.4289
C -3.5952 1.2390 3.3012 1.0939 -0.8753 1.0980
C -2.2467 1.7861 2.7262 -0.9652 0.8204 -0.7520
C -1.9820 1.4132 1.2370 0.8376 -0.1183 0.4035
C -1.7411 -0.1373 0.9750 -0.1493 -0.7477 0.2598
C -1.3954 -0.8882 2.2647 -1.1333 2.7993 -4.2475
N -1.3472 -1.2723 3.3186 0.5525 -1.5327 3.1878
B -0.4601 -0.3053 0.0078 1.1988 -0.2277 -0.2393
N -0.4572 -0.8745 -1.3426 0.3593 0.7842 0.6263
O 0.7936 0.1072 0.5496 -1.1229 0.0045 -0.0488
C -3.0868 -0.7404 0.4214 -0.2932 -0.3293 0.0992
O -3.3482 -0.4401 -0.9385 0.3245 -0.0285 -0.0343
C -3.1920 -2.2522 0.6025 0.4864 5.3261 -0.9488
N -3.4017 -3.2965 0.9458 -0.5328 -3.7392 0.8987
H -4.4139 1.0018 5.3661 0.6618 0.0781 -0.2306
H -2.6055 0.7274 5.2181 -0.6911 0.1450 -0.2561
H -3.2738 2.3767 5.1490 -0.2028 -0.6017 -0.0509
H -3.7146 0.1547 3.0782 0.0352 0.7193 -0.0646
H -4.4832 1.7716 2.9117 0.5386 -0.1047 0.1730
H -1.3747 1.5380 3.3613 -0.5641 -0.1967 -0.3677
H -2.3370 2.8986 2.7631 0.2086 -0.6323 -0.0237
H -2.7942 1.7899 0.5727 0.3607 -0.4024 0.4874
H -1.0559 1.9324 0.9024 -0.6056 -0.0788 0.3028
H -0.5662 -0.0788 -1.9842 -0.5165 -0.6019 -0.1718
H 0.4942 -1.2080 -1.5320 -0.2279 0.1040 -0.0274
H 0.9691 1.0319 0.3268 0.2406 -0.3198 0.1226
H -3.9085 -0.2609 1.0010 0.4609 -0.7521 0.0047
H -3.0299 0.4460 -1.1589 -0.1087 -0.2003 0.2233
O 6.6084 0.6335 -3.6171 0.0372 -0.0748 0.3506
C 5.5692 0.0216 -3.4603 -0.1076 0.0852 -0.6630
C 4.6231 -0.2249 -4.5460 0.2486 0.1257 0.1215
C 3.4867 -0.8896 -4.3141 -0.0356 0.1206 -0.7675
O 2.5995 -1.1340 -5.2894 0.0199 -0.1195 0.7107
C 3.1418 -1.3978 -2.9500 0.2464 -0.0992 0.6737
O 2.0842 -1.9819 -2.7863 -0.0494 0.1178 -0.3628
C 4.0959 -1.1732 -1.8699 -0.3241 -0.1183 -0.1022
C 5.2352 -0.5111 -2.1016 0.0511 -0.1709 0.7478
O 6.1322 -0.2904 -1.1332 -0.0575 0.1653 -0.6954
H 4.8829 0.1493 -5.5265 -0.0206 -0.0085 0.0065
H 1.8697 -1.6254 -4.8655 -0.0041 -0.0023 -0.0994
H 3.8419 -1.5608 -0.8928 0.0116 0.0240 -0.0012
H 6.8596 0.2058 -1.5560 0.0134 -0.0142 0.0860

=====

No. 3
126
Properties=species:S:1:pos:R:3:forces:R:3 method="wB97M-V/def2-TZVPD" lumo_energy_ev=-1.344 energy_ha=-4094.06553 homo_lumo_gap_ev=6.74 e_homo_ha=-0.297 largest_force_ev_per_a=8.9 multiplicity=1
C 1.1770 -0.4490 1.9428 -0.6245 0.5645 -0.2740
O 1.9248 -0.0722 0.7527 -1.0018 -2.0209 -0.0540
C 1.5685 -1.0172 -0.2949 0.2411 0.8820 -0.3107
C 0.0860 -0.7472 -0.8204 0.5706 -0.1374 -1.2567
C -0.6604 -2.0766 -1.2730 0.6152 -0.0795 0.5576
C -2.1207 -2.2482 -0.6881 0.5073 -0.2202 0.4284
C -3.1618 -2.9591 -1.6554 1.2824 0.4940 1.4903
P -2.7473 -4.7849 -1.3809 0.2201 -2.4063 1.2857
O -2.9357 -5.2697 0.0393 -0.0158 1.1399 -1.2045
N -4.4808 -2.8654 -0.9159 -2.4353 0.3230 -1.2872
N -4.5980 -2.8056 0.4601 0.6322 -0.1126 0.8269
C -5.5385 -2.8679 -1.6930 0.5855 0.9407 -1.3080
C -7.0024 -2.8687 -1.1904 0.4688 -0.8533 0.4055
C -7.4332 -1.6407 -0.2838 -0.9378 -0.0031 -0.4925
N -8.3136 -2.1692 0.7989 0.4152 0.6880 0.0207
C -4.9906 -2.8834 -3.1970 -1.2950 0.7862 0.3081
N -5.2365 -4.3327 -3.5102 -0.1961 0.5189 -2.1889
C -5.9842 -4.5523 -4.4779 -1.9907 -1.0090 0.5063
S -7.2293 -4.9222 -5.4348 2.5324 0.5571 1.2670
C -5.8706 -2.0376 -4.2263 -4.0030 3.4008 -0.9839
O -5.3924 -1.5997 -5.2927 1.5700 -1.5400 1.1923
O -7.1256 -1.7344 -3.9469 3.3736 -1.9102 1.1538
C -3.4639 -2.3888 -3.0947 0.1494 -0.0238 -0.4712
C -2.5447 -2.8125 -4.3315 -0.5704 -0.3843 -0.5801
C -2.3706 -4.3214 -4.6864 1.8343 -0.8725 -0.8549
C -0.8193 -4.7036 -4.4698 -0.9524 1.7181 0.5286
I -0.5074 -6.8384 -4.3271 0.0285 0.8250 -0.1600
C -3.2308 -0.7995 -3.2114 -0.3268 0.3857 0.4805
C -3.8513 0.1240 -2.1455 -0.1887 2.9714 2.6136
C -5.2595 0.3096 -1.7819 0.7858 0.5245 0.5810
C -5.7459 1.2719 -0.7576 2.2905 0.1656 -0.2154
C -4.8117 2.1447 -0.0328 0.9201 -2.2656 -2.4043
C -3.3669 1.9997 -0.3929 -1.8881 -0.7410 -0.4198
C -2.9147 1.0446 -1.4119 -2.0223 0.3320 0.7095
H 0.2375 0.1884 1.9589 1.0456 -0.5973 0.3950
H 1.8310 -0.2772 2.8340 -0.6719 -0.2066 -0.7911
H 0.8089 -1.5195 1.8774 0.7076 1.0420 0.2490
H 1.7202 -2.0864 0.0413 -0.3429 1.0306 -0.0680
H 2.3315 -0.8492 -1.1166 -0.9908 -0.1129 0.8094
H -0.5204 -0.1093 -0.1279 0.6651 -0.8154 -0.3439
H 0.2234 -0.1310 -1.7643 -0.2802 -0.4468 1.1627
H -0.5800 -2.1464 -2.3882 -0.4018 -0.0039 0.9843
H -0.0391 -2.9369 -0.8675 -0.7402 0.8305 -0.5716
H -2.5563 -1.2965 -0.2573 0.5489 -0.8850 -0.9452
H -2.0076 -2.9195 0.2205 -0.3325 0.7205 -1.0063
H -3.5167 -5.6710 -2.2117 0.4150 0.9491 -0.0244
H -1.3776 -5.0268 -1.7554 -0.7037 0.6145 -0.2617
H -4.7359 -1.8553 0.8038 -0.0283 -0.3110 -0.4085
H -5.2726 -3.4730 0.8323 0.2635 0.1925 -0.3214
H -7.7651 -3.0022 -2.0031 1.3184 0.3058 0.3749
H -7.1022 -3.7927 -0.5339 0.2844 1.0281 -0.5637
H -8.0570 -0.9598 -0.9392 1.0961 -0.5554 0.5724
H -6.5930 -1.0539 0.1597 -0.6974 -0.6262 -0.6086
H -9.2838 -1.8961 0.6303 0.4350 -0.1548 0.1269
H -8.0268 -1.7361 1.6785 -0.3420 -0.2339 -0.2617
H -1.5057 -2.3605 -4.2760 -1.2457 -0.4072 0.3638
H -3.0157 -2.2926 -5.2224 0.2693 -0.6299 1.1504
H -2.5391 -4.4702 -5.7968 -0.1954 0.0690 1.3272
H -2.9543 -5.0925 -4.1383 0.0674 0.9949 -0.4111
H -0.2178 -4.1920 -5.2649 -0.3211 -0.9870 0.5666
H -0.5160 -4.2124 -3.4950 -0.0532 -0.9726 -1.0101
H -3.5216 -0.4118 -4.2340 -0.0334 -0.8739 1.0974
H -2.1066 -0.6619 -3.1706 -1.2915 -0.1380 0.2070
H -6.0390 -0.3049 -2.3007 0.7031 0.6445 0.3483
H -6.8479 1.3365 -0.5414 1.3236 -0.1248 -0.3826
H -5.1766 2.8846 0.7229 0.5310 -0.8386 -0.8232
H -2.6592 2.6650 0.1737 -0.4906 -0.8815 -0.9311
H -1.8179 1.0300 -1.6230 -1.1454 -0.1039 0.0981
O 4.4390 -0.9679 2.8723 -1.6835 -3.9836 1.4807
P 5.7143 -1.8143 2.8181 4.6581 7.0388 -2.8875
N 6.5358 -0.8449 3.9685 -0.1661 1.1059 0.9832
C 7.8473 -0.2436 3.9336 0.4875 -0.3293 -0.1449
C 6.1647 -1.1395 5.3487 -0.4129 -0.3241 -0.2164
N 6.0347 -1.3933 1.1467 -0.1928 -0.2150 -1.3511
C 6.8948 -0.2839 0.7640 0.5285 0.0706 0.1579
C 4.8163 -1.2705 0.3272 -0.1482 -0.0427 0.1997
N 7.0763 -2.9556 2.7653 -2.2873 -3.7971 1.8136
C 8.3231 -2.8463 2.0374 0.1231 0.8578 -0.6744
C 6.5254 -4.2973 2.4808 -0.0829 -0.0124 0.2084
H 8.6352 -0.9373 4.2621 0.1333 0.0170 -0.0275
H 7.8869 0.6205 4.6074 -0.2518 -0.1740 0.0908
H 8.1153 0.1628 2.9635 -0.0823 -0.2058 -0.1365
H 6.6333 -2.0726 5.6917 0.0796 0.0065 0.1823
H 5.0811 -1.2460 5.4428 0.0157 -0.0311 -0.0666
H 6.4578 -0.3345 6.0263 0.0930 0.0273 -0.1779
H 6.5749 0.6645 1.2141 0.0192 0.0901 -0.0216
H 6.8992 -0.1537 -0.3243 -0.3164 -0.1405 0.1096
H 7.9453 -0.4539 0.9989 -0.0672 -0.0115 0.2467
H 4.3279 -0.3009 0.4610 -0.1063 -0.0951 0.0397
H 4.0947 -2.0498 0.5786 0.0271 0.1116 0.0422
H 5.0501 -1.3842 -0.7359 0.3065 -0.0667 0.0915
H 8.1904 -2.9375 0.9507 -0.0814 0.0844 0.0231
H 8.9929 -3.6518 2.3518 -0.3383 -0.1585 0.2215
H 8.8742 -1.9334 2.2451 -0.2239 0.1305 0.0140
H 6.1784 -4.3723 1.4427 0.0548 -0.1349 -0.0978
H 5.6736 -4.5041 3.1394 0.0093 0.0155 -0.0390
H 7.2624 -5.0838 2.6649 0.0232 0.1259 -0.0357
O -0.4180 4.4174 0.7145 2.7315 -2.5089 -2.6074
P 0.8462 5.2724 0.8313 -4.1877 5.7008 5.4191
N 0.9637 5.0591 2.5273 -0.5615 -0.7583 1.1529
C 1.1370 6.0187 3.5913 0.4426 0.4184 -0.0376
C 1.5566 3.7812 2.9129 -0.0356 -0.1663 -0.5509
N 0.0140 6.7352 0.3388 -0.5472 0.8136 -0.9977
C -0.5661 7.6695 1.2915 0.2732 0.2660 0.4032
C -1.0128 6.5094 -0.6929 0.0936 -0.3252 -0.0796
N 2.3816 6.1677 0.8083 2.5076 -3.1222 -2.6419
C 2.6267 7.5557 1.1393 -0.8814 0.6313 0.2322
C 3.0292 5.9127 -0.4957 0.0556 -0.2181 0.0574
H 2.1940 6.2731 3.7580 0.0424 0.1102 0.0696
H 0.7581 5.6105 4.5358 0.0480 -0.2519 -0.1947
H 0.5706 6.9336 3.4504 0.0660 0.0314 -0.2448
H 2.6452 3.7917 2.7649 0.0969 -0.0892 0.1431
H 1.1386 2.9657 2.3172 0.0301 0.0495 -0.0594
H 1.3508 3.5396 3.9581 -0.0473 0.1993 -0.0298
H -1.2761 7.1822 1.9719 -0.0640 0.0337 0.0594
H -1.0987 8.4739 0.7713 -0.0056 -0.3050 -0.1965
H 0.1807 8.2039 1.8782 0.0720 -0.2282 0.0919
H -1.9498 6.1384 -0.2625 -0.0186 -0.0701 -0.0811
H -0.6719 5.7858 -1.4354 -0.0654 0.0114 0.0919
H -1.2326 7.4365 -1.2292 0.1829 0.1042 0.1842
H 2.1981 8.2504 0.4038 -0.0941 -0.0647 0.0227
H 3.7057 7.7328 1.1633 0.0424 -0.4050 -0.1588
H 2.2793 7.8391 2.1289 -0.2047 -0.1555 -0.0283
H 2.5012 6.4265 -1.3087 0.0928 0.1018 -0.1102
H 3.0278 4.8385 -0.7152 -0.0225 0.0343 -0.0007
H 4.0751 6.2317 -0.4964 -0.0993 0.0502 0.0750